Computed, not measured: C24H22IN6RuS2Se2 as an isolated structure, with the ωB97M-V functional and the def2-TZVPD basis.

Calculated values
Strongest force on any atom: 0.01559 Eh/bohr
E_HOMO: -0.618 hartree

ORCA input file:
```
! wB97M-V def2-TZVPD RIJCOSX def2/J DEFGRID3
* xyz 3 1
Ru 0.20812 0.44693 0.12490
Se -1.43221 3.92793 0.17823
Se -1.83662 2.85372 2.17508
C -2.58807 1.26231 1.40448
C -3.86445 0.93104 1.84263
C -4.53559 -0.13368 1.26897
C -3.90718 -0.81930 0.24052
C -2.62795 -0.45198 -0.11986
N -1.94317 0.55775 0.45551
C 0.44369 3.66094 -0.15906
C 1.15427 4.84793 -0.26355
C 2.47555 4.83563 -0.68411
C 3.03647 3.61782 -1.01881
C 2.27935 2.47325 -0.86747
N 1.00980 2.46283 -0.41906
H -4.33029 1.53097 2.61272
H -5.52996 -0.40231 1.59960
H -4.38696 -1.64220 -0.27030
H -2.10707 -0.99656 -0.89594
H 0.66012 5.77841 -0.02130
H 3.03780 5.75653 -0.76262
H 4.04509 3.53810 -1.39875
H 2.69266 1.52241 -1.15868
S 0.35866 -1.31720 -1.45673
C 0.13304 -2.30396 -0.03680
C 0.18274 -3.67311 0.14903
C -0.08673 -4.14800 1.42301
C -0.39195 -3.25836 2.45163
C -0.40092 -1.90461 2.18872
N -0.13780 -1.44396 0.95699
H 0.41895 -4.33903 -0.66875
H -0.06234 -5.21217 1.61739
H -0.61801 -3.61257 3.44672
H -0.62755 -1.17464 2.95373
C -3.64419 1.85761 -2.33328
N -3.01560 0.78496 -3.10555
C -3.66799 0.00866 -4.02127
C -2.75668 -0.86397 -4.53712
N -1.57129 -0.58876 -3.92569
C -1.71758 0.41688 -3.04483
S -0.53602 1.29258 -2.11274
H -4.62053 2.05644 -2.76528
H -3.03644 2.75519 -2.38812
H -3.75466 1.54768 -1.29565
H -4.70956 0.14780 -4.25369
H -2.86054 -1.62506 -5.29071
H -0.68931 -1.03617 -4.12866
I 1.06445 1.33715 2.55891
C 2.69035 0.35401 1.67575
C 3.94475 0.21212 2.21954
C 4.88843 -0.46278 1.45370
C 4.52269 -0.95159 0.20840
C 3.23361 -0.75546 -0.25137
N 2.31149 -0.10119 0.47531
H 4.17817 0.60543 3.19895
H 5.89347 -0.60296 1.82933
H 5.23009 -1.48249 -0.41280
H 2.91930 -1.11829 -1.21872
*
```